10
Properties=species:S:1:pos:R:3:forces:R:3:nbo_charge:R:1 method="wB97M-V/def2-TZVPD" orbital_gap_ev=10.86 smiles=CN.O max_force_ev_per_a=1.32 e_tot_ha=-172.271871 total_charge=0 relative_energy_kj_mol=16.5 lumo_ev=0.9 e_homo_ev=-9.958
C -0.61160 -1.77020 -0.10765 0.79 -0.15 1.04 -0.421
N -0.60452 -0.32336 0.19344 -0.38 -0.32 0.02 -0.856
H -1.53686 -2.20208 -0.46759 -0.22 0.31 -0.43 0.191
H -0.42014 -2.30798 0.82461 0.03 -0.07 -0.01 0.185
H 0.23732 -2.01852 -0.73894 -0.21 -0.05 -0.42 0.190
H -1.47738 0.09992 -0.08103 -0.13 0.13 -0.20 0.359
H -0.57652 -0.21503 1.19922 0.02 0.08 0.00 0.353
O 1.24080 2.06779 -0.17761 0.07 0.17 -0.05 -0.944
H 0.88038 1.45109 -0.82297 -0.02 -0.08 0.04 0.478
H 0.93035 1.68806 0.64855 0.04 -0.01 0.01 0.465

14
Properties=species:S:1:pos:R:3:forces:R:3:nbo_charge:R:1 method="wB97M-V/def2-TZVPD" orbital_gap_ev=9.70 smiles="[NH3+]CSP(O)(O)=S" max_force_ev_per_a=5.11 e_tot_ha=-1385.060454 total_charge=+1 relative_energy_kj_mol=7.6 lumo_ev=-3.8 e_homo_ev=-13.463
N -0.40964 -1.46388 -0.08691 0.24 -2.76 -0.68 -0.767
C -1.19708 -0.79835 1.03510 4.24 2.84 0.16 -0.304
S -1.47694 1.06320 0.55332 1.36 -1.16 0.15 -0.059
P 0.57909 1.60076 -0.25736 -0.71 -1.31 0.61 1.508
O 1.40287 0.38483 0.54399 -1.99 0.89 -0.72 -1.011
O 0.47000 0.83535 -1.72165 -0.37 1.68 -0.02 -1.015
S 1.31270 3.35748 -0.09360 -0.75 -1.09 -0.30 -0.334
H -0.55651 -1.03562 -1.07250 -0.07 -0.89 1.86 0.480
H 0.60730 -1.26962 0.13426 -1.04 -0.31 -0.44 0.478
H -0.59059 -2.60588 -0.07307 0.64 3.75 -0.32 0.466
H -2.09788 -1.28740 1.10778 -2.13 -0.75 0.52 0.234
H -0.47550 -0.83499 1.97615 -1.97 -0.06 -1.91 0.263
H 2.30453 0.59412 0.38366 1.95 0.11 0.10 0.521
H 0.12766 1.46002 -2.42916 0.59 -0.93 0.99 0.541

16
Properties=species:S:1:pos:R:3:forces:R:3:nbo_charge:R:1 method="wB97M-V/def2-TZVPD" orbital_gap_ev=10.23 max_force_ev_per_a=6.17 e_tot_ha=-383.654414 total_charge=0 relative_energy_kj_mol=671.3 lumo_ev=0.9 e_homo_ev=-9.308
C -2.10757 -0.66912 0.00496 -5.85 -1.78 0.79 -0.671
C -0.84044 0.13339 0.17345 1.50 -3.75 -0.31 0.208
C -0.29478 1.50751 0.68926 2.44 0.54 2.25 -0.435
C 0.74834 1.12607 -0.30674 3.76 0.49 -0.52 0.100
C 1.59692 -0.20641 0.28393 -3.00 1.27 0.73 -0.043
C 0.35634 -1.04307 0.55387 -1.27 5.69 -1.58 0.047
H -2.23596 -1.91724 -0.23072 1.75 3.61 -0.29 0.259
H -3.03985 -0.16287 -0.68353 2.82 -1.17 1.96 0.227
H -2.61355 -0.91225 1.05196 0.96 1.44 -1.65 0.233
H -0.71106 2.41805 0.29570 -1.04 0.02 0.08 0.230
H 0.34139 1.75716 1.58443 -1.80 -0.66 0.47 0.206
H 1.40544 1.91100 -0.84216 -1.23 -1.30 0.72 0.201
H 2.17999 -0.39260 1.19835 0.88 0.65 -1.07 0.205
H 0.43404 -1.58740 1.38560 -0.43 -2.56 3.05 0.171
O -0.23902 0.51890 -1.03445 -0.85 -0.85 -3.27 -0.496
O 1.17486 -1.29441 -0.48455 1.36 -1.62 -1.35 -0.441

77
Properties=species:S:1:pos:R:3:forces:R:3:mulliken_spin:R:1 method="wB97M-V/def2-TZVPD" multiplicity=2 orbital_gap_ev="6.60 / 6.84" max_force_ev_per_a=0.18 s2=0.7998 e_tot_ha=-4601.533218 total_charge=+2 relative_energy_kj_mol=0.0 lumo_ev="-7.5 / -7.4" e_homo_ev="-14.138 / -14.242"
Mn 0.04297 1.92984 0.26205 0.02 -0.08 0.16 1.186
O 1.90144 2.17451 0.97788 -0.13 -0.01 0.00 -0.047
C 1.90528 1.63214 -0.09250 0.13 0.05 0.04 -0.060
C 2.74580 1.07782 -1.09584 0.02 -0.03 -0.08 -0.026
C 4.12393 0.85579 -1.03199 0.01 -0.01 -0.01 -0.003
C 4.71449 0.27956 -2.14144 0.00 0.01 0.00 -0.001
C 3.95227 -0.04819 -3.26651 -0.03 0.00 0.01 -0.002
C 2.58097 0.20001 -3.32782 0.04 -0.01 -0.02 -0.001
C 1.97952 0.76869 -2.22476 -0.03 0.00 0.07 -0.009
P 0.28113 1.38241 -1.98486 -0.03 0.04 -0.17 -0.061
C 0.27807 2.95137 -2.87259 -0.04 -0.03 0.03 -0.028
C -0.92357 3.44380 -3.38776 -0.01 0.03 -0.02 0.005
C -0.94434 4.66846 -4.03077 0.01 0.01 0.00 0.005
C 0.22263 5.41517 -4.14972 0.00 -0.03 0.01 -0.004
C 1.41569 4.93358 -3.63057 0.00 0.00 0.00 0.003
C 1.44901 3.70219 -2.99367 0.04 0.03 -0.01 -0.014
C -0.86800 0.25667 -2.76728 0.00 -0.08 0.06 0.010
C -0.95359 0.25236 -4.16279 -0.01 -0.03 0.02 0.002
C -1.76940 -0.67315 -4.79244 0.01 0.02 -0.02 -0.002
C -2.49968 -1.58379 -4.03989 -0.01 -0.01 0.00 0.000
C -2.41794 -1.57860 -2.65385 0.00 0.00 0.00 -0.004
C -1.60041 -0.66197 -2.01359 0.02 0.04 -0.05 -0.006
H 4.69743 1.11359 -0.15166 0.00 0.00 0.00 0.000
H 5.77698 0.07879 -2.14024 0.00 -0.01 0.00 0.000
H 4.44418 -0.50307 -4.11658 0.00 0.00 0.00 0.000
H 2.01366 -0.04891 -4.21498 0.01 0.00 0.00 0.000
H -1.83819 2.87312 -3.29516 -0.01 -0.01 0.00 0.001
H -1.87319 5.04211 -4.43958 0.00 0.00 0.00 0.000
H 0.20096 6.37214 -4.65317 0.00 0.00 0.00 0.000
H 2.32530 5.51019 -3.72744 0.00 0.01 -0.01 0.000
H 2.39695 3.33792 -2.61665 -0.02 -0.02 0.01 -0.001
H -0.40226 0.97498 -4.75164 -0.01 0.01 -0.01 0.000
H -1.84404 -0.67634 -5.87133 0.00 0.00 0.00 0.000
H -3.14555 -2.29518 -4.53669 0.00 0.00 0.00 0.000
H -3.00283 -2.28053 -2.07501 0.00 0.00 0.01 0.000
H -1.55702 -0.63629 -0.93280 -0.02 -0.01 0.02 0.012
F -3.98895 5.34221 4.18689 0.00 0.00 0.00 0.001
C -3.55318 4.63676 3.16646 -0.02 0.01 -0.01 0.009
C -2.20105 4.33629 3.06082 0.04 0.00 0.03 0.001
F -1.33469 4.74241 3.97149 0.00 -0.01 -0.01 0.000
C -1.79916 3.59401 1.97393 -0.01 0.02 -0.02 0.010
F -0.46009 3.26041 1.84369 -0.01 -0.03 0.02 0.007
C -2.64100 3.12947 0.98967 0.01 -0.02 -0.02 -0.007
S -2.04078 2.20121 -0.38761 0.03 0.07 -0.06 0.030
C -3.98840 3.44089 1.12016 -0.02 0.00 0.00 0.004
F -4.85210 3.02518 0.20500 0.00 0.00 0.01 0.001
C -4.44278 4.18907 2.19618 -0.01 0.01 0.00 -0.003
F -5.72333 4.47704 2.30497 0.00 0.00 0.00 0.000
C 1.93070 -7.48660 3.17803 0.02 -0.01 -0.02 0.000
C 1.89319 -6.00443 2.81846 0.01 -0.01 -0.01 0.000
S 0.97493 -5.12798 4.06062 -0.09 -0.05 0.10 0.000
O 1.72917 -5.13903 5.27833 -0.02 0.01 -0.03 0.000
O -0.39374 -5.57278 4.01665 0.06 0.02 0.00 0.000
C 0.95262 -3.41382 3.50483 -0.03 0.04 -0.01 0.000
C -0.17642 -3.17029 2.51554 0.04 -0.02 0.00 -0.002
N -0.37368 -1.72673 2.25808 -0.01 -0.02 -0.02 0.001
C 0.13272 -1.04402 1.21781 0.01 -0.05 0.03 0.009
N -0.22504 0.24864 1.29020 0.04 0.04 0.04 -0.020
C -0.99272 0.38164 2.42451 -0.05 0.02 -0.01 0.011
C -1.08773 -0.82537 3.01466 0.04 0.03 0.02 -0.002
N -1.79773 -1.11249 4.24399 0.06 0.02 0.05 0.000
O -1.65916 -2.21340 4.72791 -0.03 0.00 -0.01 0.000
O -2.45404 -0.19733 4.68288 -0.02 -0.01 -0.02 0.000
C 0.95576 -1.69866 0.16915 -0.01 0.01 -0.02 -0.012
H 2.49620 -8.03026 2.42345 0.00 0.02 -0.01 0.000
H 0.92530 -7.90064 3.22147 -0.01 0.01 0.00 0.000
H 2.41369 -7.63546 4.14174 0.00 0.01 0.01 0.000
H 1.38758 -5.82978 1.86620 0.02 -0.02 -0.02 0.000
H 2.88945 -5.56054 2.80170 0.01 -0.02 -0.02 0.000
H 1.94106 -3.16174 3.11884 0.00 0.02 -0.01 0.000
H 0.78154 -2.86275 4.43017 0.01 0.01 0.00 0.000
H -1.10076 -3.57614 2.91341 0.00 0.00 -0.02 0.000
H 0.01711 -3.64041 1.55401 -0.01 0.01 0.00 0.000
H -1.44200 1.29844 2.75727 -0.01 0.00 0.00 0.001
H 0.42374 -2.54206 -0.27201 -0.01 0.01 0.00 0.001
H 1.89502 -2.06862 0.58384 0.00 0.00 0.00 0.001
H 1.18005 -1.00348 -0.62976 0.01 0.02 -0.02 0.004